[1]
The following is a DFT calculation (the ωB97M-V functional and the def2-TZVPD basis) of a molecular structure, C30H18Cl2CoN7O4.

## Properties
Charge: -1
Calculated total energy (a.u.): -4141.69021
Orbital gap (spin up / spin down) (eV): 6.60 / 6.58
Multiplicity: 2

XYZ file:
```
62
Properties=species:S:1:pos:R:3:lowdin_charge:R:1
Co -0.18551 0.12725 -0.05491 0.512
Cl 2.39648 4.95505 -4.28786 0.618
C 1.43157 4.16450 -3.07183 -0.691
C 1.81096 2.90458 -2.63943 -0.046
C 1.06576 2.22420 -1.67727 -0.218
N 1.31694 0.90759 -1.29313 0.058
C 2.57137 0.43694 -1.34962 -0.474
O 3.61890 1.07044 -1.53821 -0.005
C 2.73499 -1.05955 -1.11372 -0.199
C 3.91001 -1.49168 -0.50346 -0.017
C 4.08164 -2.84216 -0.26575 -0.076
C 3.09598 -3.72487 -0.67990 -0.072
C 1.98731 -3.20453 -1.32622 -0.143
N 1.79740 -1.90314 -1.53681 0.129
C -0.07944 2.85143 -1.12563 -0.217
C -0.43978 4.12176 -1.57236 -0.048
C 0.30802 4.77099 -2.54283 -0.694
Cl -0.19626 6.35473 -3.06519 0.615
N -0.81356 2.08932 -0.20523 0.051
C -1.63397 2.68428 0.66476 -0.468
O -1.89158 3.88777 0.80895 -0.006
C -2.34467 1.72068 1.59907 -0.178
C -3.15816 2.22787 2.60606 -0.006
C -3.77406 1.33878 3.46695 -0.071
C -3.56143 -0.02257 3.29919 -0.065
C -2.73809 -0.43377 2.26443 -0.114
N -2.14729 0.41871 1.42920 0.109
H 2.69650 2.44479 -3.04579 0.100
H 4.65022 -0.75187 -0.23210 0.110
H 4.97468 -3.20366 0.23017 0.099
H 3.17853 -4.78911 -0.50789 0.096
H 1.19913 -3.86122 -1.67913 0.104
H -1.29981 4.61020 -1.14819 0.093
H -3.27883 3.29921 2.67892 0.111
H -4.41199 1.70105 4.26416 0.101
H -4.01059 -0.75289 3.95779 0.098
H -2.53084 -1.48540 2.10135 0.109
O 0.23869 -3.02521 2.49323 0.075
C 0.23587 -2.00298 1.83173 -0.436
N -0.32575 -1.72950 0.62954 0.061
C -1.03756 -2.60260 -0.12340 -0.450
O -1.31186 -3.77359 0.08001 0.068
C -1.53150 -1.91809 -1.39108 -0.159
C -2.24979 -2.61009 -2.34907 0.003
C -2.63315 -1.93113 -3.49513 -0.059
C -2.28692 -0.59772 -3.64614 -0.043
C -1.57283 0.03059 -2.63665 -0.066
N -1.21780 -0.62428 -1.53623 0.061
C 0.94360 -0.75503 2.35769 -0.149
C 1.65810 -0.77583 3.54201 0.006
C 2.31011 0.38393 3.93315 -0.056
C 2.23094 1.51435 3.13525 -0.040
C 1.48955 1.46118 1.96554 -0.066
N 0.85678 0.34825 1.60118 0.061
H -2.47747 -3.65201 -2.17792 0.116
H -3.19300 -2.44206 -4.26819 0.103
H -2.56089 -0.03861 -4.52981 0.104
H -1.26940 1.06785 -2.68872 0.114
H 1.68896 -1.69412 4.10994 0.117
H 2.88403 0.40210 4.85091 0.104
H 2.73383 2.43330 3.40149 0.106
H 1.38632 2.30412 1.29460 0.123
```

[2]
The following is a DFT calculation (the ωB97M-V functional and the def2-TZVPD basis) of 2 unconnected molecules or ions with the total composition C5H14NO2 in a non-equilibrium geometry.

## Properties
Charge: +1
Calculated total energy (a.u.): -403.83315
Orbital gap (eV): 11.09

XYZ file:
```
22
Properties=species:S:1:pos:R:3:lowdin_charge:R:1
O 2.37714 -1.00448 -0.31817 0.020
C 1.70531 0.01639 -0.41792 -0.205
C 0.13205 -0.02851 -0.22120 -0.175
C -0.39469 0.75185 1.02508 -0.310
C -1.44512 1.73762 0.56188 -0.082
C -1.25336 -0.28048 1.89078 -0.027
N -0.18295 -1.54787 -0.43068 0.194
H 2.11205 0.99865 -0.46094 0.137
H -0.18145 0.48823 -1.18661 0.165
H 0.42705 1.15320 1.68336 0.165
H -2.03268 2.18597 1.27541 0.055
H -2.15763 1.29498 -0.13450 0.098
H -0.89910 2.57510 0.01045 0.121
H -0.60217 -0.63458 2.71190 0.109
H -1.62313 -1.12410 1.36760 0.047
H -2.02703 0.33523 2.19584 0.056
H -0.93418 -1.65928 -1.12595 0.173
H 0.71924 -2.12950 -0.61121 0.192
H -0.57677 -1.91677 0.49804 0.153
H 2.86999 -0.43659 -2.27841 0.040
H 1.92679 -0.63379 -3.43207 0.094
O 2.04065 -0.14126 -2.60267 -0.019
```